{"formula": "C20H30N4O4PdS3", "method": "ωB97M-V with the def2-TZVPD basis set", "symbols": ["Pd", "O", "N", "C", "C", "C", "C", "C", "S", "H", "H", "H", "H", "N", "C", "C", "C", "C", "C", "C", "S", "O", "O", "O", "H", "H", "H", "H", "H", "H", "C", "C", "C", "C", "N", "C", "S", "N", "C", "C", "C", "C", "H", "H", "H", "H", "H", "H", "H", "H", "H", "H", "H", "H", "H", "H", "H", "H", "H", "H", "H", "H"], "coordinates": [[-0.4402, -0.9707, 1.3979], [-0.0383, -1.0863, 3.4636], [0.9049, -0.1929, 3.7613], [0.9748, 0.2227, 5.1017], [2.0447, 0.9187, 5.5396], [3.1357, 1.2334, 4.6769], [3.0790, 0.7436, 3.3585], [2.0053, 0.0207, 2.8929], [1.9000, -0.6328, 1.2967], [0.1186, -0.0490, 5.6990], [2.0545, 1.2375, 6.5739], [3.9882, 1.7945, 5.0303], [3.8847, 0.9264, 2.6594], [-1.7232, -3.1582, 1.1877], [-1.1145, -4.0908, 0.2779], [-1.9198, -4.8887, -0.5195], [-1.3548, -5.7249, -1.4747], [0.0217, -5.7848, -1.6257], [0.8311, -4.9987, -0.8096], [0.2661, -4.1498, 0.1328], [0.7556, -6.8710, -2.8578], [1.9283, -6.1393, -3.3137], [-0.2893, -7.0273, -3.8601], [1.0622, -8.0876, -2.1204], [-2.7281, -3.2482, 1.1695], [-1.3944, -3.2711, 2.1375], [-3.0000, -4.8398, -0.4102], [-1.9714, -6.3333, -2.1246], [1.9047, -5.0397, -0.9455], [0.8951, -3.5209, 0.7535], [-0.6989, 2.0505, -4.4769], [-1.8148, 2.1390, -3.4368], [-2.1334, 0.8087, -2.7572], [-0.9617, 0.2080, -1.9877], [-0.3614, 1.1472, -1.0354], [-0.7623, 1.2856, 0.2362], [-2.2339, 0.6250, 0.8341], [-0.0781, 2.1585, 0.9954], [1.1865, 2.7822, 0.6301], [1.0538, 3.9831, -0.3085], [0.4947, 5.2550, 0.3300], [-0.9938, 5.2026, 0.6757], [-0.5599, 3.0045, -4.9887], [-0.9289, 1.2942, -5.2322], [0.2594, 1.7818, -4.0235], [-2.7256, 2.5076, -3.9144], [-1.5473, 2.8751, -2.6724], [-2.4377, 0.0731, -3.5096], [-2.9729, 0.9384, -2.0716], [-0.1691, -0.0867, -2.6744], [-1.2845, -0.6868, -1.4620], [0.6027, 1.3844, -1.2076], [-0.3161, 2.1114, 1.9716], [1.8550, 2.0310, 0.1987], [1.6605, 3.0904, 1.5623], [0.4317, 3.7104, -1.1677], [2.0554, 4.1934, -0.6952], [0.6619, 6.0805, -0.3665], [1.0761, 5.4864, 1.2288], [-1.5856, 4.9352, -0.2047], [-1.3417, 6.1740, 1.0328], [-1.2113, 4.4647, 1.4488]], "forces_ev_per_angstrom": [[0.25, -1.02, 0.16], [-0.27, -0.18, -0.33], [0.28, 0.49, 0.15], [-0.03, -0.14, -0.17], [0.28, 0.11, -0.08], [-0.15, -0.03, 0.07], [-0.14, -0.08, 0.06], [0.12, 0.03, 0.26], [-0.55, 0.04, -0.14], [0.00, 0.00, -0.05], [-0.01, 0.01, 0.01], [-0.03, -0.03, 0.00], [0.01, 0.00, 0.00], [0.46, 0.28, 0.08], [-0.14, 0.08, -0.07], [-0.08, -0.03, -0.15], [0.04, 0.00, 0.02], [0.05, 0.09, 0.08], [-0.16, -0.04, -0.04], [0.07, 0.00, 0.06], [0.04, -0.04, -0.05], [0.00, 0.02, 0.01], [-0.02, 0.02, 0.02], [-0.02, 0.01, 0.03], [-0.07, 0.10, 0.07], [-0.05, -0.28, 0.15], [0.02, -0.01, 0.00], [0.00, 0.03, 0.02], [-0.03, 0.00, 0.01], [0.03, 0.02, 0.00], [-0.03, -0.02, 0.05], [0.05, -0.03, -0.04], [0.03, 0.04, -0.01], [0.03, 0.15, -0.08], [0.08, -0.37, -0.11], [-0.38, 0.93, -0.24], [0.30, -0.16, -0.07], [0.10, 0.05, 0.11], [-0.02, 0.05, 0.02], [-0.07, -0.01, 0.02], [-0.07, -0.04, 0.03], [0.04, -0.04, -0.01], [0.00, -0.02, 0.01], [0.02, 0.03, 0.03], [-0.04, 0.01, -0.03], [0.01, 0.02, 0.00], [-0.02, 0.01, -0.01], [-0.02, 0.02, 0.05], [0.01, -0.01, -0.01], [0.03, -0.01, 0.02], [-0.02, -0.12, 0.08], [0.00, 0.07, -0.06], [-0.03, 0.04, 0.08], [0.03, -0.08, 0.02], [0.01, -0.01, 0.02], [0.04, 0.01, -0.01], [-0.03, 0.00, -0.01], [0.01, 0.02, 0.01], [0.00, 0.01, -0.01], [0.02, 0.01, 0.04], [0.01, -0.03, -0.02], [0.01, 0.04, -0.04]], "lowdin_spin": [1.056, 0.378, 0.306, 0.134, 0.069, 0.269, 0.060, 0.162, 0.364, 0.012, -0.001, 0.020, -0.001, 0.023, 0.003, 0.003, 0.000, 0.003, 0.000, 0.004, 0.000, 0.000, 0.000, 0.000, 0.000, 0.000, 0.000, 0.000, 0.000, 0.001, 0.000, 0.000, 0.001, 0.005, 0.009, 0.020, 0.081, -0.001, 0.006, 0.001, 0.000, 0.000, 0.000, 0.000, 0.000, 0.000, 0.000, 0.000, 0.001, 0.000, 0.004, 0.001, 0.000, 0.005, 0.000, 0.000, 0.000, 0.000, 0.000, 0.000, 0.000, 0.000], "relative_energy_kj_mol": 0.0, "homo_lumo_gap_ha": [0.1876, 0.1964], "total_energy_ev": -71362.18894, "spin_multiplicity": 4, "total_charge": -1}